Entry from OMol25: a 14-piece molecular cluster, C3H33O14 overall at a distorted geometry (wB97M-V/def2-TZVPD).

Element x y z (Å)
C1 1.4474 -0.4047 0.7712
C2 -0.0795 -0.1689 0.7955
C3 -0.5858 -0.0595 2.1709
O1 -0.3598 0.8877 -0.0276
H1 2.0105 0.4083 1.2681
H2 1.8060 -0.4931 -0.2688
H3 1.7211 -1.2639 1.3407
H4 -0.4886 -1.1333 0.2868
H5 -0.4043 -0.9592 2.7673
H6 -1.6625 0.2066 2.0733
H7 -0.2505 0.6867 2.7935
O2 3.4601 -2.1061 -2.3124
H8 4.1043 -2.7282 -2.7043
H9 3.7783 -1.1945 -2.1491
O3 1.7898 0.9616 -3.0383
H10 1.9447 1.1137 -2.0977
H11 1.0744 0.3463 -3.0552
O4 -3.9303 0.0430 3.6366
H12 -3.2072 -0.2359 4.1892
H13 -3.7141 0.9671 3.4674
O5 -0.2060 3.1487 1.4062
H14 -0.4328 3.7115 0.6850
H15 -0.1383 2.2653 1.0681
O6 -0.5134 -0.5097 -2.1761
H16 -0.5460 -0.1667 -1.2645
H17 -0.1860 -1.3879 -2.0512
O7 2.0275 2.0561 -0.6224
H18 1.2367 1.6097 -0.3512
H19 1.5788 2.8608 -0.9047
O8 -2.9472 0.4498 -0.3317
H20 -2.9692 -0.3159 -0.8706
H21 -2.0322 0.5441 -0.1165
O9 -0.5727 2.6437 -1.9224
H22 -1.0982 2.4330 -2.6920
H23 -0.6395 1.9087 -1.2957
O10 -2.5143 -2.3473 1.7667
H24 -2.1720 -3.0975 1.3430
H25 -1.7980 -1.7708 1.7266
O11 -1.3449 -3.8236 -0.4277
H26 -0.4220 -3.5553 -0.5148
H27 -1.8470 -3.1120 -0.8049
O12 4.1077 0.3377 -1.3032
H28 3.5955 0.8420 -0.7173
H29 4.9862 0.6797 -1.3044
O13 -3.0105 2.8056 2.3918
H30 -2.8065 3.7075 2.6417
H31 -2.1591 2.5045 2.0961
O14 1.0712 -2.9617 -1.7476
H32 1.9006 -2.5522 -1.5267
H33 1.3980 -3.7814 -2.0869

Atomic forces in eV per Å
C 0.2 0.5 0.1
C 2.3 -1.7 -1.7
C -2.6 -1.1 0.1
O -0.2 0.5 0.9
H -0.4 0.0 -0.3
H -0.1 -0.1 0.5
H 0.2 -1.1 0.2
H 0.2 0.9 1.1
H -0.4 -0.2 -0.2
H 0.3 -0.8 0.4
H 1.6 2.2 0.9
O 0.3 -0.8 -0.2
H -0.3 1.2 0.4
H 0.3 -0.3 -0.1
O 1.1 0.3 -0.7
H 0.0 0.3 -0.2
H -1.1 -0.6 0.0
O -0.3 0.3 0.1
H 0.4 -0.4 0.3
H -0.1 0.3 -0.4
O 0.2 1.2 2.1
H -0.3 0.3 -1.0
H -0.1 -1.2 -1.1
O -0.6 -0.1 -0.5
H 0.1 0.9 -0.2
H 0.5 -1.1 -0.3
O 1.1 1.3 0.1
H -1.4 -1.3 0.7
H 0.5 0.4 -0.5
O -1.9 0.7 0.4
H -0.2 -1.1 -0.8
H 1.5 0.7 0.2
O 0.1 1.1 0.1
H 0.0 -0.3 0.0
H -0.2 -0.3 -0.1
O -2.4 -0.2 1.1
H 0.6 -2.0 -1.1
H 1.5 1.8 0.0
O 0.2 -0.8 0.5
H 0.2 0.1 -0.3
H -0.3 0.6 -0.4
O 1.0 -1.9 -1.3
H -1.4 1.5 1.2
H 0.8 0.5 0.1
O -0.8 0.1 0.5
H -0.1 0.2 0.1
H 0.9 -0.3 -0.6
O -1.2 -0.2 0.6
H 0.9 0.9 0.0
H -0.1 -0.9 -0.6

The value obtained for the relative energy (zero: lowest compared OMol25 entry of this formula, charge and spin) is 6.5 kcal per mole. Its total charge is -1. For the orbital gap, the calculation gives 0.3188 Eh.

***

Entry from OMol25: a 2-piece molecular cluster, CH2FNOS overall at a distorted geometry (wB97M-V/def2-TZVPD).

Element x y z (Å)
O1 1.2474 -1.6214 0.4552
C1 0.3411 -1.2113 -0.1481
N1 -0.6950 -0.7776 -0.5269
S1 -1.9866 0.2224 -0.7914
H1 -1.1428 1.3293 -0.7978
F1 0.7257 1.0121 0.7221
H2 1.5100 1.0465 1.0869

Atomic forces in eV per Å
O 1.5 -0.8 -0.2
C -2.0 0.9 0.9
N 0.0 -1.2 -0.8
S 1.5 1.0 0.0
H -1.1 -0.5 -0.1
F -3.7 0.5 -1.6
H 4.0 0.1 1.9

The value obtained for the relative energy (zero: lowest compared OMol25 entry of this formula, charge and spin) is 23.8 kcal per mole. The structure (SMILES) is O=C=NS.F. For the orbital gap, the calculation gives 0.3502 Eh.

***

Entry from OMol25: a 2-piece molecular cluster, C4H6NP overall at a distorted geometry (wB97M-V/def2-TZVPD).

Element x y z (Å)
H1 1.9768 -1.5228 1.3153
N1 1.1270 -1.6959 0.8833
P1 -0.0187 -0.7834 1.3766
C1 -1.3376 -1.4662 0.4197
C2 -2.3501 -1.8902 -0.0768
H2 -3.2742 -2.2626 -0.3148
C3 0.7426 1.0170 -0.9668
C4 0.6312 2.1762 -0.3486
H3 -0.1556 0.7617 -1.4711
H4 1.5888 0.4296 -0.5517
H5 -0.3504 2.6780 -0.5076
H6 1.4201 2.5586 0.2426

Atomic forces in eV per Å
H 2.1 0.5 1.1
N -1.2 -0.9 -1.1
P -0.4 0.1 0.3
C -0.5 0.1 -0.2
C 1.5 0.7 1.0
H -1.5 -0.7 -0.8
C 1.1 0.3 2.0
C -1.8 0.6 -0.9
H 0.0 -1.3 -0.8
H -0.7 -0.2 -1.7
H 1.2 0.4 0.4
H 0.4 0.6 0.7

The value obtained for the relative energy (zero: lowest compared OMol25 entry of this formula, charge and spin) is 78.8 kcal per mole. The structure (SMILES) is [H]/N=P/C#C.C=C. For the orbital gap, the calculation gives 0.3332 Eh.